# 1
The following is a DFT calculation (ωB97M-V with the def2-TZVPD basis set) of C21H25N3O3 in the gas phase.

Each line ends with the Mulliken charge.
CARTESIAN COORDINATES (ANGSTROEM)
C -3.0209 -1.3118 1.8889  -0.65
H -4.0883 -1.3226 2.1042  0.24
O -2.8139 -2.3385 0.9486  -0.44
C -1.5485 -2.5649 0.5053  0.36
C -0.4407 -1.8162 0.8710  0.61
C 0.8168 -2.1272 0.3549  -0.19
C 0.9738 -3.1955 -0.5159  -0.94
C -0.1401 -3.9373 -0.8756  -0.59
C -1.3899 -3.6326 -0.3808  -0.78
H -2.2610 -4.2036 -0.6588  0.46
H -0.0246 -4.7667 -1.5567  0.40
H 1.9486 -3.4363 -0.9028  0.54
N 1.8752 -1.2938 0.7394  0.01
C 3.1952 -1.3702 0.4246  0.66
O 3.7163 -2.2631 -0.2049  -0.65
C 3.9716 -0.1340 0.8898  -1.19
N 3.9333 0.8255 -0.2135  0.16
C 5.0995 0.7259 -1.0658  -1.25
H 6.0242 1.0467 -0.5654  0.36
H 4.9491 1.3386 -1.9538  0.39
H 5.2079 -0.3129 -1.3733  0.34
C 3.5912 2.1708 0.2051  -0.94
C 2.0790 2.2821 0.4419  0.60
O 1.6006 2.9755 1.3135  -0.68
N 1.3932 1.5180 -0.4412  -0.08
C 0.0142 1.3310 -0.5918  0.86
C -0.4082 0.3383 -1.4744  -0.81
C -1.7565 0.0999 -1.6794  -0.98
C -2.6833 0.8663 -1.0003  0.97
C -2.2617 1.8612 -0.1221  0.53
C -0.9208 2.1025 0.0967  -0.71
H -0.5923 2.8690 0.7790  0.62
C -3.4387 2.5831 0.4643  -1.28
H -3.5353 3.5625 -0.0117  0.40
H -3.3371 2.7470 1.5374  0.32
C -4.6354 1.6798 0.1173  -0.50
H -4.8680 1.0375 0.9675  0.20
H -5.5274 2.2587 -0.1165  0.38
C -4.1800 0.8171 -1.0733  -1.24
H -4.5159 1.2465 -2.0212  0.40
H -4.5614 -0.2027 -1.0166  0.27
H -2.0710 -0.6784 -2.3580  0.45
H 0.3280 -0.2544 -1.9980  0.37
H 1.9848 0.9453 -1.0364  0.24
H 4.1170 2.5050 1.1115  0.36
H 3.8399 2.8675 -0.6006  0.45
H 5.0012 -0.4263 1.1303  0.50
H 3.5127 0.2987 1.7812  0.48
H 1.5855 -0.5003 1.2949  0.17
H -0.5340 -0.9759 1.5423  0.35
H -2.4665 -1.4997 2.8144  0.41
H -2.7374 -0.3355 1.4845  0.05

Charge: 0
SMILES: COc1cccc(NC(=O)CN(C)CC(=O)Nc2ccc3c(c2)CCC3)c1
Gap between HOMO and LUMO: 8.81 eV

# 2
The following is a DFT calculation (ωB97M-V with the def2-TZVPD basis set) of C21H25N3O4S2 in the gas phase.

Each line ends with the Mulliken charge.
CARTESIAN COORDINATES (ANGSTROEM)
O -2.3236 1.4298 2.0157  -0.63
C -1.6504 0.4659 1.7316  -0.17
N -0.8648 -0.1282 2.6918  0.09
C -0.2511 -1.3696 2.6652  0.13
N 0.8367 -1.5054 3.4482  0.16
C 1.4240 -2.8182 3.6084  -1.12
H 1.8888 -2.8723 4.5966  0.49
H 0.6179 -3.5536 3.5485  0.53
C 2.4555 -3.1491 2.5173  -0.44
O 3.6555 -2.4266 2.6557  -0.53
H 4.1554 -2.7747 3.4020  0.33
H 2.6440 -4.2287 2.5247  0.42
H 2.0436 -2.8782 1.5431  0.25
C 1.4873 -0.3638 4.0789  -1.02
C 1.7300 0.7818 3.1241  0.65
C 1.1969 2.0419 3.3632  -0.38
C 1.4108 3.0750 2.4681  -0.68
C 2.1606 2.8578 1.3250  -0.53
C 2.7114 1.6091 1.0903  -0.57
C 2.5005 0.5750 1.9861  -0.37
H 2.9426 -0.3937 1.8105  0.42
H 3.3081 1.4373 0.2068  0.44
H 2.3208 3.6617 0.6225  0.42
H 0.9855 4.0477 2.6622  0.39
H 0.6127 2.2237 4.2551  0.41
H 0.8963 -0.0219 4.9402  0.36
H 2.4513 -0.7156 4.4519  0.47
S -0.8894 -2.6162 1.7920  -0.28
H -0.8500 0.3821 3.5687  0.31
C -1.5466 -0.0763 0.3500  0.15
C -0.3018 -0.1703 -0.2683  0.68
C -0.2205 -0.5845 -1.5848  -0.87
C -1.3776 -0.9037 -2.2705  0.21
C -2.6164 -0.8248 -1.6647  -0.83
C -2.7044 -0.3926 -0.3529  -0.76
H -3.6608 -0.3149 0.1407  0.51
H -3.4929 -1.1161 -2.2214  0.51
S -1.2631 -1.3935 -3.9983  1.26
O -2.3881 -2.2220 -4.3108  -0.72
O 0.0612 -1.8855 -4.2352  -0.72
N -1.4239 -0.0082 -4.9158  0.00
C -0.4043 1.0007 -4.7384  -0.81
H 0.5072 0.5220 -4.3869  0.38
C -0.9916 2.0348 -3.7603  -0.24
H -0.6993 3.0449 -4.0414  0.43
H -0.6389 1.8495 -2.7461  -0.04
C -2.5152 1.8323 -3.8495  -0.43
H -2.9260 1.5768 -2.8736  0.15
H -3.0213 2.7276 -4.2056  0.40
C -2.6987 0.6700 -4.8444  -0.76
H -3.4627 -0.0485 -4.5553  0.36
H -2.9365 1.0506 -5.8425  0.36
H -0.2074 1.4594 -5.7124  0.39
H 0.7290 -0.6862 -2.0860  0.53
H 0.5935 0.0859 0.2797  0.31

Charge: 0
SMILES: O=C(NC(=S)N(CCO)Cc1ccccc1)c1ccc(S(=O)(=O)N2CCCC2)cc1
Gap between HOMO and LUMO: 8.64 eV

# 3
The following is a DFT calculation (ωB97M-V with the def2-TZVPD basis set) of C21H25N3O5 in the gas phase.

Each line ends with the Mulliken charge.
CARTESIAN COORDINATES (ANGSTROEM)
C 2.2426 -2.1299 -1.1142  -1.59
C 1.5585 -1.0743 -0.2946  1.51
C 0.2116 -0.7922 -0.4680  -0.93
C -0.3902 0.1696 0.3285  0.30
C -1.8947 0.3191 0.2973  0.15
O -2.5829 -0.2533 -0.5345  -0.72
N -2.3827 1.1038 1.2778  -0.13
C -3.7644 1.0308 1.6997  -1.89
C -4.1928 -0.3784 2.1517  -0.10
C -5.4218 -0.3841 3.0641  0.66
C -6.5905 0.3773 2.4503  -1.81
C -5.8150 -1.8389 3.3366  -0.97
C -4.6473 -2.6785 3.8455  -0.82
C -3.4381 -2.5609 2.9203  -0.79
N -3.0934 -1.1522 2.7401  0.77
C -2.1932 -0.5521 3.5794  -0.24
O -2.3760 0.5361 4.1013  -0.64
C -0.8612 -1.2264 3.6956  0.15
C -0.3397 -2.1461 2.7260  0.33
C 0.9451 -2.5406 2.7827  -0.79
C 1.8439 -2.0156 3.7852  0.07
O 3.0291 -2.2152 3.8732  -0.69
O 1.2656 -1.1763 4.7270  -0.30
C -0.0142 -0.7908 4.6449  -0.18
N 0.2709 0.8612 1.2528  -0.44
C 1.5620 0.5913 1.4233  -0.88
C 2.2456 -0.3827 0.7064  0.94
C 3.6658 -0.7490 1.0651  -1.11
O 4.1505 -0.0019 2.1606  -0.61
H 2.6531 -2.9198 -0.4798  0.32
H 1.5512 -2.5845 -1.8212  0.39
H 3.0794 -1.7096 -1.6756  0.36
H -0.3919 -1.3157 -1.1984  0.47
H -1.6993 1.4597 1.9306  0.46
H -3.8921 1.7446 2.5098  0.47
H -4.4139 1.3214 0.8737  0.54
H -4.4474 -0.9375 1.2433  0.54
H -5.1295 0.0929 4.0066  0.24
H -6.8321 -0.0201 1.4605  0.37
H -7.4799 0.2773 3.0744  0.46
H -6.3794 1.4413 2.3436  0.39
H -6.6411 -1.8709 4.0509  0.39
H -6.1916 -2.2735 2.4022  0.32
H -4.3530 -2.3371 4.8431  0.28
H -4.9380 -3.7276 3.9356  0.45
H -2.5923 -3.0993 3.3441  0.71
H -3.6586 -2.9908 1.9380  0.31
H -0.9770 -2.4876 1.9205  0.54
H 1.3809 -3.2113 2.0567  0.44
H -0.2867 -0.0690 5.4013  0.51
H 2.0843 1.1530 2.1869  0.55
H 3.6878 -1.8196 1.2959  0.43
H 4.3304 -0.6006 0.2077  0.48
H 4.2214 -0.5953 2.9177  0.35

Charge: 0
SMILES: Cc1cc(C(=O)NC[C@@H]2[C@@H](C)CCCN2C(=O)c2ccc(=O)oc2)ncc1CO
Gap between HOMO and LUMO: 9.19 eV

# 4
The following is a DFT calculation (ωB97M-V with the def2-TZVPD basis set) of C21H25N3O6S in the gas phase.

Each line ends with the Mulliken charge.
CARTESIAN COORDINATES (ANGSTROEM)
C -1.8362 1.3086 7.3039  -0.81
C -2.3301 0.7611 6.2105  0.08
C -2.0628 1.2639 4.8188  -1.04
N -1.6759 0.1869 3.9408  0.24
C -0.4395 -0.3552 3.8897  0.20
C -0.4659 -1.4007 2.9628  1.27
C -1.8045 -1.4712 2.4702  -0.48
C -2.5205 -0.4934 3.0883  0.29
C -3.9554 -0.1405 2.9228  -1.78
H -4.0720 0.8720 2.5337  0.37
H -4.4967 -0.2107 3.8664  0.34
H -4.4042 -0.8303 2.2139  0.39
H -2.1896 -2.1632 1.7497  0.51
C 0.6507 -2.2270 2.5998  0.35
O 1.7444 -2.2180 3.1399  -0.69
C 0.4233 -3.2078 1.4324  -0.80
H -0.1577 -4.0578 1.8024  0.39
H 1.4000 -3.5704 1.0889  0.37
O -0.3393 -2.6957 0.3580  -0.44
C 0.0717 -1.6129 -0.2975  1.39
C 1.3019 -0.9725 -0.0851  -0.66
C 1.6693 0.1182 -0.8433  -1.05
C 0.8282 0.5998 -1.8342  -0.32
C -0.3857 -0.0016 -2.0681  -0.04
C -0.7736 -1.0977 -1.3051  -0.47
N -2.0678 -1.6713 -1.5721  1.00
O -2.5375 -1.4689 -2.6722  -0.64
O -2.6213 -2.2963 -0.6962  -0.57
H -1.0500 0.3872 -2.8256  0.59
S 1.3619 2.0046 -2.8106  1.44
O 0.2447 2.4761 -3.5782  -0.67
O 2.0355 2.9296 -1.9483  -0.79
N 2.5290 1.2379 -3.7542  -0.05
C 3.5463 2.1364 -4.2721  -0.84
H 4.4452 1.5455 -4.4698  0.36
H 3.7641 2.8891 -3.5173  0.41
C 2.9604 2.7155 -5.5681  -0.52
H 2.4484 3.6519 -5.3513  0.24
H 3.7365 2.9048 -6.3074  0.40
C 1.9503 1.6530 -6.0372  -0.56
H 0.9568 2.0873 -6.1270  0.24
H 2.2298 1.2144 -6.9935  0.38
C 1.9551 0.5928 -4.9209  -0.65
H 2.5928 -0.2567 -5.1812  0.43
H 0.9584 0.2292 -4.6779  0.27
H 2.6077 0.6215 -0.6759  0.46
H 1.9674 -1.3288 0.6835  0.44
C 0.6921 0.1570 4.6987  -1.67
H 0.9281 1.1871 4.4273  0.33
H 1.5649 -0.4631 4.5203  0.42
H 0.4468 0.1319 5.7603  0.33
H -1.2742 2.0210 4.8370  0.38
H -2.9717 1.7229 4.4185  0.38
H -2.9685 -0.1104 6.2650  0.28
H -2.0607 0.9244 8.2837  0.26
H -1.1944 2.1739 7.2660  0.28

Charge: 0
SMILES: C=CCn1c(C)cc(C(=O)COc2ccc(S(=O)(=O)N3CCCC3)cc2[N+](=O)[O-])c1C
Gap between HOMO and LUMO: 7.85 eV

LUMO readings, ordered: 0.70, 0.23, -0.07, -0.42 eV
Relative energy (zero: lowest compared OMol25 entry of this formula, charge and spin) readings, ordered: 17.2, 29.8, 28.4, 118.6 kcal per mole
Maximum force readings, ordered: 0.580, 1.206, 0.396, 1.159 eV/Å